a.
A cluster of 4 separate species, C3H12O4 in total, computed with ωB97M-V/def2-TZVPD.

Cartesian coordinates (Å):
C  3.52  1.08  0.15
C  2.28  0.36  0.65
C  1.69  -0.60  -0.17
O  0.36  -0.92  -0.14
H  4.43  0.93  0.74
H  3.67  0.87  -0.97
H  3.34  2.16  0.18
H  1.99  0.26  1.72
H  1.96  -0.59  -1.29
H  0.16  -1.64  -0.79
O  -2.35  -2.07  -0.64
H  -2.75  -1.23  -0.80
H  -2.42  -2.17  0.31
O  -0.93  1.07  1.44
H  -0.16  1.64  1.48
H  -0.56  0.28  1.05
O  -3.18  0.88  -1.09
H  -2.94  1.15  -0.24
H  -2.84  1.55  -1.64

Summary:
SMILES string   C/C=C/O.O.O.O
Highest occupied orbital energy   -8.95 eV


b.
A cluster of 4 separate species, C3H12O4 in total, computed with ωB97M-V/def2-TZVPD.

Cartesian coordinates (Å):
C  1.18  -0.25  0.43
C  0.02  0.38  0.37
C  -0.25  1.50  -0.58
O  -1.05  0.03  1.13
H  2.09  0.10  -0.04
H  1.37  -1.12  1.07
H  0.70  1.91  -0.92
H  -0.81  1.19  -1.47
H  -0.81  2.29  -0.09
H  -0.67  -0.54  1.81
O  -2.86  -2.39  3.19
H  -2.77  -2.39  2.24
H  -3.70  -2.82  3.37
O  4.80  3.42  -1.84
H  4.39  3.14  -1.02
H  4.76  2.63  -2.39
O  -2.38  -2.12  -1.59
H  -2.19  -3.03  -1.34
H  -1.80  -1.95  -2.33

Summary:
SMILES string   C=C(C)O.O.O.O
Highest occupied orbital energy   -8.93 eV


Stability check: which of them is least stable? a.


a.
A cluster of 4 separate species, C3H12O4 in total, computed with ωB97M-V/def2-TZVPD.

Cartesian coordinates (Å):
C  -0.91  -0.60  -0.77
C  -0.87  0.48  0.01
C  -0.55  1.84  -0.53
O  -1.19  0.45  1.34
H  -0.56  -0.52  -1.79
H  -1.28  -1.55  -0.40
H  -0.50  1.76  -1.62
H  0.43  2.20  -0.21
H  -1.35  2.56  -0.32
H  -1.66  -0.36  1.58
O  2.77  0.35  0.27
H  3.24  0.85  0.95
H  1.89  0.73  0.25
O  -3.69  -0.90  1.08
H  -3.83  -0.02  0.71
H  -4.07  -1.49  0.42
O  4.42  -2.02  -0.44
H  4.04  -1.16  -0.23
H  3.68  -2.62  -0.30

Summary:
SMILES string   C=C(C)O.O.O.O
Highest occupied orbital energy   -9.06 eV


b.
A cluster of 3 separate species, C3H12O4 in total, computed with ωB97M-V/def2-TZVPD.

Cartesian coordinates (Å):
O  -0.62  1.35  3.34
C  -1.04  1.12  1.99
C  0.15  1.46  1.08
C  -0.24  1.43  -0.41
O  0.65  1.93  -1.39
H  -0.98  2.20  3.58
H  -1.93  1.51  1.50
H  -1.17  0.03  1.94
H  1.01  0.81  1.26
H  0.60  2.45  1.22
H  -1.20  1.94  -0.58
H  -0.36  0.37  -0.65
H  0.46  2.86  -1.61
O  2.49  -2.75  -5.13
H  2.14  -2.49  -5.98
H  3.27  -3.27  -5.33
O  -0.77  -3.83  1.67
H  -0.88  -2.93  1.44
H  -1.55  -4.20  2.06

Summary:
SMILES string   OCCCO.O.O
Highest occupied orbital energy   -10.00 eV


Stability check: which of them is least stable? b.


a.
A cluster of 4 separate species, C3H12O4 in total, computed with ωB97M-V/def2-TZVPD.

Cartesian coordinates (Å):
C  -2.74  0.04  2.02
C  -1.44  0.19  1.33
C  -1.31  0.32  0.01
O  -0.18  0.71  -0.64
H  -2.89  0.53  2.98
H  -3.61  0.18  1.34
H  -2.89  -0.98  2.38
H  -0.61  0.42  1.98
H  -2.25  0.30  -0.60
H  -0.11  0.08  -1.40
O  0.92  -0.71  -2.65
H  1.67  -1.34  -2.38
H  1.31  -0.05  -3.24
O  2.18  0.82  0.68
H  2.64  1.67  0.65
H  1.26  1.05  0.38
O  2.81  -1.04  -1.25
H  2.55  -0.28  -0.71
H  2.69  -1.92  -0.88

Summary:
SMILES string   C/C=C/O.O.O.O
Highest occupied orbital energy   -8.80 eV


b.
A cluster of 3 separate species, C3H12O4 in total, computed with ωB97M-V/def2-TZVPD.

Cartesian coordinates (Å):
O  1.26  1.40  -2.07
C  1.19  0.53  -0.95
C  -0.18  0.54  -0.29
C  -0.15  -0.34  0.96
O  -1.35  -0.30  1.70
H  0.54  1.15  -2.66
H  1.92  0.89  -0.23
H  1.46  -0.49  -1.26
H  -0.91  0.12  -0.99
H  -0.43  1.57  -0.05
H  0.66  -0.01  1.62
H  0.06  -1.37  0.64
H  -2.04  0.13  1.17
O  3.34  -1.99  0.38
H  3.58  -1.11  0.10
H  2.69  -1.87  1.09
O  -3.82  0.43  0.19
H  -4.74  0.53  0.46
H  -3.73  -0.51  -0.03

Summary:
SMILES string   OCCCO.O.O
Highest occupied orbital energy   -10.20 eV


c.
A cluster of 4 separate species, C3H12O4 in total, computed with ωB97M-V/def2-TZVPD.

Cartesian coordinates (Å):
C  0.67  0.51  1.57
C  -0.36  0.38  0.46
C  0.02  1.12  -0.82
O  1.06  1.11  -1.42
H  0.46  1.25  2.35
H  1.67  0.81  1.25
H  0.70  -0.44  2.11
H  -0.60  -0.64  0.14
H  -1.28  0.79  0.89
H  -0.73  1.86  -1.12
O  1.04  -2.54  -0.69
H  0.94  -3.18  0.04
H  0.39  -2.77  -1.36
O  3.13  -0.69  -0.24
H  3.38  0.18  -0.59
H  2.71  -1.14  -0.95
O  -4.24  1.09  -0.88
H  -3.84  1.51  -0.11
H  -5.12  0.79  -0.64

Summary:
SMILES string   CCC=O.O.O.O
Highest occupied orbital energy   -9.51 eV


Stability check: which of them is least stable? a.


a.
A cluster of 4 separate species, C3H12O4 in total, computed with ωB97M-V/def2-TZVPD.

Cartesian coordinates (Å):
C  0.07  -2.06  1.53
C  -0.27  -1.08  0.70
C  -1.66  -0.58  0.43
O  0.68  -0.24  0.15
H  -0.65  -2.80  1.79
H  1.10  -2.23  1.83
H  -1.66  0.50  0.35
H  -2.31  -0.93  1.22
H  -2.05  -1.02  -0.49
H  1.54  -0.47  0.54
O  0.55  1.96  -1.75
H  1.18  1.61  -2.39
H  0.27  1.18  -1.23
O  2.60  -0.36  2.34
H  1.78  0.08  2.58
H  3.32  -0.07  2.91
O  -1.73  1.98  -3.78
H  -1.12  1.63  -3.11
H  -1.64  2.93  -3.62

Summary:
SMILES string   C=C(C)O.O.O.O
Highest occupied orbital energy   -9.11 eV


b.
A cluster of 4 separate species, C3H12O4 in total, computed with ωB97M-V/def2-TZVPD.

Cartesian coordinates (Å):
C  -0.49  0.34  0.01
C  0.15  -0.34  -0.94
C  -0.23  -0.40  -2.38
O  1.16  -1.18  -0.54
H  -1.31  1.00  -0.22
H  -0.35  0.11  1.05
H  -1.11  -1.03  -2.54
H  -0.52  0.58  -2.75
H  0.54  -0.82  -3.01
H  1.70  -1.45  -1.30
O  1.77  -1.62  3.83
H  1.05  -1.49  4.44
H  2.03  -0.72  3.58
O  -4.02  1.20  -1.52
H  -3.35  1.58  -2.10
H  -3.82  1.56  -0.65
O  2.40  0.90  2.06
H  2.84  1.25  1.28
H  1.57  0.53  1.70

Summary:
SMILES string   C=C(C)O.O.O.O
Highest occupied orbital energy   -9.22 eV


Stability check: which of them is least stable? b.